i.
The following is a DFT calculation (ωB97M-V/def2-TZVPD) of C4H8O2S in the gas phase.

Element x y z (Å)
O (-0.638, -0.765, 1.902)
C (-1.298, -1.080, 0.712)
C (-0.644, -0.565, -0.565)
O (0.676, -1.085, -0.711)
C (1.686, -0.209, -0.156)
C (1.269, 1.206, -0.433)
S (-0.533, 1.232, -0.505)
H (-0.595, 0.194, 2.010)
H (-2.353, -0.719, 0.701)
H (-1.303, -2.196, 0.603)
H (-1.201, -0.877, -1.456)
H (1.662, -0.476, 0.942)
H (2.708, -0.388, -0.527)
H (1.544, 1.911, 0.344)
H (1.684, 1.522, -1.404)

Output
SMILES   OC[C@@H]1OCCS1
Total charge   0

ii.
The following is a DFT calculation (ωB97M-V/def2-TZVPD) of C4H8O2S in the gas phase.

Element x y z (Å)
O (0.004, 1.109, -1.470)
C (-0.876, 1.370, -0.346)
C (-1.271, 0.047, 0.375)
C (-0.053, -0.680, 0.931)
S (0.327, -0.724, 2.487)
C (0.882, -1.258, -0.107)
O (1.929, -0.362, -0.513)
H (0.887, 0.814, -1.229)
H (-0.339, 1.973, 0.386)
H (-1.744, 1.912, -0.748)
H (-1.731, -0.555, -0.411)
H (-2.004, 0.256, 1.155)
H (0.326, -1.535, -0.975)
H (1.281, -2.230, 0.137)
H (2.382, -0.137, 0.328)

Output
SMILES   OCCC(=S)CO
Total charge   0

iii.
The following is a DFT calculation (ωB97M-V/def2-TZVPD) of C4H8O2S in the gas phase.

Element x y z (Å)
C (2.390, 1.098, 1.316)
C (-0.270, -0.149, -0.976)
C (0.986, 0.486, 1.030)
C (-2.624, -1.423, -1.171)
O (-0.682, 0.315, -2.225)
O (0.615, 0.739, -0.380)
S (-1.958, 0.332, -1.112)
H (2.391, 2.124, 1.775)
H (2.869, 1.133, 0.324)
H (2.946, 0.497, 2.041)
H (1.081, -0.683, 1.023)
H (0.089, 0.788, 1.690)
H (-2.810, -1.559, -0.159)
H (-1.692, -1.967, -1.236)
H (-3.330, -1.731, -1.940)

Output
Total charge   0

Most stable pick: i. Distance to second place: 11.0 kcal/mol.

i.
The following is a DFT calculation (ωB97M-V/def2-TZVPD) of 10 unconnected molecules or ions with the total composition C30H54O30.

Element x y z (Å)
C (5.408, 6.285, -7.100)
O (5.031, 5.812, -5.801)
C (4.319, 6.658, -5.070)
O (4.146, 7.818, -5.308)
O (4.008, 6.065, -3.845)
C (3.230, 6.692, -2.881)
H (5.802, 5.457, -7.690)
H (6.180, 7.047, -6.996)
H (4.534, 6.568, -7.686)
H (2.781, 6.006, -2.163)
H (2.533, 7.478, -3.172)
H (3.948, 7.351, -2.393)
C (5.039, -9.510, 0.036)
O (5.560, -8.274, 0.374)
C (5.001, -7.602, 1.441)
O (3.924, -7.887, 2.048)
O (5.741, -6.560, 1.593)
C (5.274, -5.439, 2.399)
H (5.209, -9.814, -0.997)
H (3.979, -9.641, 0.254)
H (5.476, -10.292, 0.657)
H (6.123, -4.798, 2.634)
H (4.921, -5.852, 3.344)
H (4.470, -4.863, 1.941)
C (0.349, -3.024, 8.105)
O (1.128, -3.402, 9.233)
C (1.724, -4.572, 9.193)
O (1.668, -5.435, 8.354)
O (2.434, -4.682, 10.363)
C (3.360, -5.795, 10.569)
H (-0.640, -3.184, 8.535)
H (0.631, -3.554, 7.196)
H (0.398, -1.939, 8.007)
H (2.741, -6.575, 11.011)
H (4.139, -5.544, 11.289)
H (3.678, -6.257, 9.635)
C (-0.498, 6.316, 3.504)
O (-0.828, 7.685, 3.352)
C (-2.119, 8.084, 3.289)
O (-3.123, 7.393, 3.229)
O (-2.061, 9.424, 3.339)
C (-3.168, 10.156, 3.773)
H (-0.997, 5.983, 4.415)
H (0.584, 6.238, 3.608)
H (-0.927, 5.798, 2.647)
H (-4.054, 10.249, 3.145)
H (-2.827, 11.181, 3.629)
H (-3.435, 9.936, 4.806)
C (-6.861, -0.233, 1.216)
O (-7.758, -1.050, 1.927)
C (-8.407, -0.540, 2.998)
O (-8.379, 0.631, 3.325)
O (-9.095, -1.522, 3.613)
C (-9.961, -1.113, 4.655)
H (-6.115, 0.270, 1.832)
H (-7.475, 0.398, 0.575)
H (-6.191, -0.833, 0.599)
H (-9.603, -1.502, 5.608)
H (-11.017, -1.352, 4.534)
H (-9.951, -0.028, 4.755)
C (5.314, -3.791, -4.773)
O (5.850, -3.064, -5.867)
C (6.778, -2.166, -5.724)
O (7.069, -1.570, -4.669)
O (7.370, -2.132, -6.899)
C (8.434, -1.329, -7.320)
H (5.353, -3.259, -3.823)
H (5.949, -4.666, -4.634)
H (4.277, -4.123, -4.832)
H (8.179, -1.076, -8.349)
H (9.422, -1.775, -7.202)
H (8.509, -0.454, -6.675)
C (-4.562, -7.358, 6.536)
O (-4.410, -6.188, 5.699)
C (-3.440, -6.216, 4.686)
O (-2.685, -7.154, 4.486)
O (-3.512, -5.142, 4.016)
C (-2.655, -4.887, 2.881)
H (-3.702, -8.022, 6.619)
H (-5.394, -7.832, 6.015)
H (-4.899, -6.897, 7.464)
H (-1.619, -4.600, 3.060)
H (-3.038, -4.094, 2.239)
H (-2.565, -5.850, 2.377)
O (1.384, 0.077, 0.912)
C (1.355, 0.356, -0.271)
O (0.396, 1.003, -0.797)
C (0.807, 1.428, -2.094)
C (2.081, 0.760, -2.368)
O (2.378, 0.159, -1.119)
H (0.078, 1.177, -2.865)
H (1.064, 2.484, -2.169)
H (2.830, 1.422, -2.804)
H (2.103, -0.055, -3.091)
O (-4.557, 5.826, -2.467)
C (-5.663, 6.370, -2.395)
O (-6.751, 5.907, -2.818)
C (-7.784, 6.792, -2.653)
C (-7.339, 7.739, -1.607)
O (-5.910, 7.504, -1.674)
H (-8.224, 7.315, -3.502)
H (-8.675, 6.205, -2.431)
H (-7.736, 7.382, -0.656)
H (-7.773, 8.710, -1.845)
O (-0.314, -1.868, -7.326)
C (0.061, -1.077, -8.206)
O (0.248, -1.420, -9.532)
C (0.904, -0.282, -10.073)
C (0.744, 0.890, -9.166)
O (0.291, 0.235, -7.979)
H (1.933, -0.615, -10.214)
H (0.400, -0.100, -11.022)
H (-0.012, 1.582, -9.536)
H (1.679, 1.432, -9.021)

Output
SMILES   COC(=O)OC.COC(=O)OC.COC(=O)OC.COC(=O)OC.COC(=O)OC.COC(=O)OC.COC(=O)OC.O=C1OCCO1.O=C1OCCO1.O=C1OCCO1
Total charge   0

ii.
The following is a DFT calculation (ωB97M-V/def2-TZVPD) of 10 unconnected molecules or ions with the total composition C30H54O30.

Element x y z (Å)
C (-1.333, -3.380, -2.860)
O (-0.760, -2.770, -3.983)
C (-0.177, -3.557, -4.878)
O (0.036, -4.808, -4.832)
O (0.235, -2.825, -5.948)
C (0.889, -3.536, -6.991)
H (-0.825, -4.233, -2.411)
H (-2.331, -3.763, -3.077)
H (-1.554, -2.614, -2.117)
H (0.823, -2.937, -7.899)
H (0.554, -4.545, -7.233)
H (1.950, -3.671, -6.781)
C (-2.186, 2.422, -0.442)
O (-3.315, 2.146, -1.308)
C (-4.546, 2.562, -0.927)
O (-4.758, 3.157, 0.152)
O (-5.429, 2.117, -1.767)
C (-6.819, 2.178, -1.548)
H (-1.245, 2.117, -0.902)
H (-2.390, 1.809, 0.436)
H (-2.123, 3.501, -0.304)
H (-7.149, 3.217, -1.541)
H (-7.127, 1.708, -0.614)
H (-7.361, 1.662, -2.341)
C (0.170, 7.040, 2.030)
O (-0.411, 5.769, 1.752)
C (-0.212, 4.589, 2.506)
O (0.431, 4.663, 3.561)
O (-0.746, 3.546, 1.962)
C (-0.635, 2.344, 2.712)
H (-0.222, 7.463, 2.955)
H (0.054, 7.692, 1.164)
H (1.249, 7.019, 2.179)
H (-1.214, 1.599, 2.167)
H (-0.861, 2.386, 3.777)
H (0.400, 2.015, 2.617)
C (3.242, -3.680, -2.449)
O (3.036, -3.818, -3.771)
C (3.468, -5.092, -4.264)
O (3.799, -6.062, -3.581)
O (3.244, -5.085, -5.561)
C (3.533, -6.306, -6.293)
H (3.953, -4.342, -1.954)
H (2.244, -3.908, -2.076)
H (3.386, -2.618, -2.249)
H (3.110, -6.109, -7.278)
H (2.983, -7.151, -5.880)
H (4.610, -6.461, -6.360)
C (0.434, 0.470, -4.613)
O (1.404, 0.101, -3.754)
C (2.764, 0.325, -4.071)
O (3.238, 0.887, -5.045)
O (3.545, -0.317, -3.134)
C (4.918, -0.184, -3.056)
H (0.301, 1.552, -4.602)
H (-0.502, 0.010, -4.296)
H (0.748, 0.258, -5.635)
H (5.330, 0.825, -3.069)
H (5.310, -0.656, -3.957)
H (5.290, -0.708, -2.177)
C (0.109, 6.039, -1.716)
O (0.720, 4.900, -2.312)
C (1.672, 4.140, -1.754)
O (2.128, 3.186, -2.301)
O (1.918, 4.568, -0.468)
C (2.687, 3.736, 0.433)
H (-0.531, 5.783, -0.871)
H (-0.522, 6.505, -2.474)
H (0.918, 6.696, -1.397)
H (2.207, 2.826, 0.794)
H (2.839, 4.256, 1.379)
H (3.631, 3.520, -0.069)
C (-2.866, -0.256, 9.660)
O (-2.367, 0.247, 8.453)
C (-1.823, -0.527, 7.526)
O (-1.630, -1.690, 7.666)
O (-1.427, 0.154, 6.414)
C (-1.123, -0.521, 5.233)
H (-3.029, 0.534, 10.393)
H (-2.101, -0.939, 10.030)
H (-3.808, -0.763, 9.454)
H (-0.767, 0.113, 4.421)
H (-1.990, -1.010, 4.788)
H (-0.364, -1.289, 5.384)
O (3.755, -0.996, 6.212)
C (3.150, -1.449, 5.202)
O (1.904, -2.037, 5.199)
C (1.735, -2.496, 3.851)
C (2.583, -1.656, 3.014)
O (3.651, -1.466, 3.985)
H (1.804, -3.578, 3.738)
H (0.726, -2.273, 3.505)
H (2.253, -0.761, 2.487)
H (3.024, -2.255, 2.217)
O (-3.515, 1.778, 3.399)
C (-3.825, 0.609, 3.070)
O (-3.620, 0.208, 1.809)
C (-3.958, -1.160, 1.690)
C (-4.175, -1.551, 3.157)
O (-4.466, -0.276, 3.736)
H (-4.910, -1.302, 1.179)
H (-3.250, -1.744, 1.101)
H (-3.418, -2.157, 3.654)
H (-5.058, -2.189, 3.209)
O (-0.668, -1.238, 1.847)
C (-0.122, -1.046, 0.778)
O (0.295, -2.032, -0.107)
C (1.097, -1.394, -1.073)
C (0.859, 0.086, -0.833)
O (0.326, 0.150, 0.397)
H (2.156, -1.579, -0.890)
H (0.782, -1.617, -2.092)
H (0.152, 0.567, -1.509)
H (1.801, 0.627, -0.742)

Output
SMILES   COC(=O)OC.COC(=O)OC.COC(=O)OC.COC(=O)OC.COC(=O)OC.COC(=O)OC.COC(=O)OC.O=C1OCCO1.O=C1OCCO1.O=C1OCCO1
Total charge   0

Most stable pick: ii. Distance to second place: 38.9 kcal/mol.

i.
The following is a DFT calculation (ωB97M-V/def2-TZVPD) of C2H2O3S in the gas phase.

Element x y z (Å)
C (0.229, 1.413, 1.214)
C (-0.797, -0.639, -0.578)
O (0.042, -1.070, 0.306)
O (2.039, 0.559, -0.321)
O (-0.764, 1.252, 0.643)
S (1.426, -0.242, 0.720)
H (-1.845, -1.005, -0.462)
H (-0.330, -0.268, -1.523)

Output
Total charge   0

ii.
The following is a DFT calculation (ωB97M-V/def2-TZVPD) of C2H2O3S in the gas phase.

Element x y z (Å)
O (1.198, 0.281, -1.549)
C (0.021, 0.369, -1.297)
C (-0.601, 0.095, -0.051)
S (0.336, -0.403, 1.226)
O (-0.328, -0.627, 2.469)
O (1.723, -0.647, 1.077)
H (-0.716, 0.685, -2.067)
H (-1.633, 0.245, 0.192)

Output
SMILES   O=CC=S(=O)=O
Total charge   0

iii.
The following is a DFT calculation (ωB97M-V/def2-TZVPD) of C2H2O3S in the gas phase.

Element x y z (Å)
C (0.314, -0.780, 0.156)
C (0.763, 0.395, -0.273)
O (2.936, 1.151, 0.742)
O (1.154, -1.801, 0.248)
O (2.445, -1.316, -0.171)
S (2.542, 0.364, -0.399)
H (-0.578, -1.156, 0.492)
H (0.150, 1.350, -0.264)

Output
Total charge   0

Most stable pick: ii. Distance to second place: 39.0 kcal/mol.

i.
The following is a DFT calculation (ωB97M-V/def2-TZVPD) of C2H2O3S in the gas phase.

Element x y z (Å)
O (2.615, 0.691, -0.296)
S (1.511, -0.229, -0.368)
O (1.679, -1.602, 0.090)
C (0.143, 0.547, 0.409)
C (-1.537, -0.047, 0.071)
O (-0.777, 1.222, -0.057)
H (-1.677, -0.543, -0.866)
H (-1.956, -0.039, 1.017)

Output
SMILES   O=S(=O)=C1CO1
Total charge   0

ii.
The following is a DFT calculation (ωB97M-V/def2-TZVPD) of 2 unconnected molecules or ions with the total composition C2H2O3S.

Element x y z (Å)
C (1.063, -1.333, 0.050)
C (0.265, -0.100, -0.121)
O (3.938, 1.012, 1.185)
O (4.033, 0.481, -1.217)
O (2.127, -1.803, 0.206)
S (4.170, 0.038, 0.156)
H (0.103, 0.179, 0.826)
H (-0.355, -0.047, -0.993)

Output
Total charge   0

Most stable pick: ii. Distance to second place: 77.6 kcal/mol.

i.
The following is a DFT calculation (ωB97M-V/def2-TZVPD) of C2H2O3S in the gas phase.

Element x y z (Å)
C (0.421, -0.761, -0.611)
C (-0.379, -0.728, 0.484)
O (0.168, 1.445, 1.498)
O (0.428, 0.457, -1.376)
O (-0.598, 1.300, -0.971)
S (-0.920, 0.971, 0.667)
H (1.294, -1.255, -0.982)
H (-0.413, -1.428, 1.290)

Output
Total charge   0

ii.
The following is a DFT calculation (ωB97M-V/def2-TZVPD) of a molecular structure, C2H2O3S.

Element x y z (Å)
C (0.641, 0.613, -0.473)
C (1.742, 0.024, 0.342)
O (-1.289, -1.082, 0.686)
O (-2.797, -0.648, -1.166)
O (-0.415, 1.007, -0.786)
S (-2.197, -0.133, 0.029)
H (2.736, -0.059, -0.043)
H (1.578, 0.278, 1.411)

Output
Total charge   0

Most stable pick: ii. Distance to second place: 43.6 kcal/mol.